1.
{
  "formula": "C30H45B2F4IN4O4RbSb",
  "method": "the ωB97M-V functional and the def2-TZVPD basis",
  "relative_energy_ev": 0.3283,
  "lumo_ev": [-1.163, -1.659],
  "e_homo_ev": [-7.95, -7.96],
  "orbital_gap_ev": [6.79, 6.30],
  "total_energy_ev": -73508.69203,
  "charge": 0,
  "symbols": ["Rb", "C", "C", "N", "O", "B", "F", "F", "O", "N", "C", "C", "C", "N", "O", "B", "F", "F", "O", "N", "C", "C", "C", "H", "H", "H", "H", "H", "H", "H", "H", "H", "H", "H", "H", "I", "C", "C", "C", "C", "C", "C", "C", "C", "C", "C", "H", "H", "H", "H", "H", "H", "C", "C", "C", "C", "Sb", "C", "C", "C", "C", "C", "C", "C", "C", "H", "H", "H", "H", "H", "H", "H", "H", "H", "H", "H", "H", "H", "H", "H", "H", "H", "H", "H", "H", "H", "H", "H", "H", "H", "H", "H"],
  "positions_angstrom": [[2.013, 0.717, -0.599], [4.400, 3.863, 1.883], [3.184, 3.312, 1.204], [3.005, 3.229, -0.052], [3.993, 3.617, -0.899], [3.403, 4.113, -2.206], [2.773, 5.328, -1.961], [4.473, 4.206, -3.073], [2.406, 3.203, -2.900], [1.315, 2.906, -2.147], [0.171, 2.934, -2.707], [-0.118, 3.375, -4.107], [-0.931, 2.611, -1.744], [-0.728, 1.608, -0.977], [-1.686, 1.468, 0.062], [-1.348, 2.206, 1.396], [-1.548, 3.547, 1.173], [-2.320, 1.645, 2.257], [-0.066, 1.905, 2.009], [0.973, 2.511, 1.319], [2.017, 2.779, 2.003], [2.154, 2.574, 3.480], [-2.115, 3.522, -1.719], [5.097, 4.216, 1.127], [4.891, 3.103, 2.495], [4.136, 4.695, 2.538], [0.824, 3.554, -4.619], [-0.697, 4.300, -4.110], [-0.692, 2.620, -4.650], [1.178, 2.404, 3.925], [2.623, 3.441, 3.944], [2.791, 1.711, 3.691], [-2.509, 3.629, -2.731], [-1.798, 4.508, -1.376], [-2.887, 3.157, -1.052], [5.552, 0.862, -1.124], [5.991, -1.162, -0.846], [7.205, -1.564, -0.370], [7.470, -2.937, -0.168], [6.525, -3.882, -0.440], [5.254, -3.503, -0.937], [4.245, -4.456, -1.236], [3.027, -4.078, -1.722], [2.739, -2.702, -1.939], [3.713, -1.822, -1.637], [4.987, -2.122, -1.144], [7.968, -0.833, -0.143], [8.440, -3.234, 0.210], [6.731, -4.933, -0.281], [4.466, -5.504, -1.076], [2.272, -4.820, -1.953], [1.780, -2.401, -2.341], [-0.862, -1.741, -1.517], [-2.355, -1.634, -1.208], [-3.004, -0.712, -2.241], [-2.996, -3.020, -1.278], [-2.540, -0.739, 0.784], [-4.623, -0.090, 0.981], [-4.801, 1.249, 0.268], [-4.959, 0.084, 2.462], [-5.563, -1.131, 0.369], [-2.223, -2.377, 2.278], [-3.396, -3.345, 2.351], [-2.007, -1.676, 3.617], [-0.946, -3.108, 1.882], [-0.741, -2.249, -2.481], [-0.308, -2.314, -0.770], [-0.424, -0.745, -1.602], [-2.777, -1.096, -3.242], [-2.622, 0.307, -2.184], [-4.088, -0.684, -2.144], [-2.915, -3.385, -2.308], [-4.055, -3.013, -1.018], [-2.492, -3.746, -0.638], [-4.205, 2.032, 0.732], [-5.857, 1.533, 0.340], [-4.541, 1.199, -0.790], [-4.287, 0.781, 2.957], [-4.954, -0.864, 3.001], [-5.975, 0.487, 2.531], [-5.437, -1.225, -0.708], [-6.592, -0.803, 0.547], [-5.454, -2.119, 0.819], [-4.310, -2.863, 2.694], [-3.153, -4.129, 3.079], [-3.600, -3.838, 1.399], [-2.886, -1.127, 3.951], [-1.172, -0.975, 3.575], [-1.778, -2.433, 4.375], [-1.043, -3.661, 0.947], [-0.700, -3.834, 2.665], [-0.100, -2.422, 1.795]],
  "forces_ev_per_angstrom": [[-0.07, -0.28, -0.05], [0.01, 0.02, -0.02], [-0.04, 0.02, 0.11], [0.02, -0.13, -0.05], [-0.02, 0.04, 0.01], [0.02, -0.03, -0.02], [-0.01, 0.02, 0.00], [0.01, -0.01, 0.00], [-0.01, 0.00, 0.07], [-0.04, -0.04, 0.05], [-0.05, 0.04, -0.05], [0.04, 0.00, -0.01], [-0.05, 0.07, -0.04], [0.10, 0.02, 0.10], [0.08, 0.07, 0.05], [-0.06, -0.02, -0.01], [-0.02, 0.04, 0.01], [0.00, 0.02, 0.00], [0.03, -0.07, 0.03], [-0.05, 0.09, 0.01], [0.03, 0.03, -0.09], [-0.02, -0.01, 0.01], [-0.01, -0.01, -0.01], [0.01, 0.00, 0.01], [0.00, 0.00, 0.00], [0.00, 0.01, 0.00], [-0.01, 0.00, -0.01], [0.01, 0.01, 0.00], [-0.01, 0.00, 0.01], [0.00, 0.00, 0.00], [0.00, 0.00, 0.00], [0.01, 0.00, 0.00], [0.00, 0.01, 0.00], [0.00, 0.00, 0.00], [0.00, 0.00, 0.01], [0.05, 0.03, -0.01], [-0.03, -0.01, 0.00], [0.00, 0.00, 0.00], [0.00, 0.00, 0.00], [-0.01, 0.01, -0.01], [0.03, -0.01, 0.00], [-0.02, 0.00, 0.00], [0.02, 0.01, 0.01], [-0.04, 0.02, -0.01], [0.09, -0.09, -0.02], [0.03, 0.06, 0.02], [0.00, 0.00, 0.00], [0.00, 0.00, 0.00], [0.00, 0.00, 0.00], [0.00, 0.00, 0.00], [0.00, 0.00, 0.00], [-0.01, 0.01, -0.02], [0.05, 0.05, -0.03], [-0.05, -0.03, -0.03], [-0.02, -0.01, 0.01], [-0.01, -0.01, 0.01], [-0.02, -0.03, 0.03], [-0.05, -0.01, -0.03], [0.02, 0.00, 0.00], [0.00, -0.01, 0.00], [0.01, 0.02, 0.00], [0.00, 0.05, -0.04], [0.01, -0.03, 0.02], [0.02, -0.02, 0.00], [0.02, 0.01, 0.01], [0.02, 0.01, -0.01], [-0.04, -0.01, 0.00], [0.01, -0.02, 0.00], [0.00, 0.00, 0.00], [0.02, 0.00, 0.01], [0.00, 0.02, -0.01], [0.01, -0.01, 0.00], [0.01, 0.01, 0.00], [0.00, 0.02, 0.00], [0.01, 0.00, 0.00], [0.00, 0.00, 0.00], [0.00, 0.00, 0.00], [0.00, 0.00, 0.00], [0.00, 0.00, 0.01], [0.00, 0.00, 0.01], [0.00, 0.00, 0.01], [-0.01, -0.01, 0.00], [0.01, -0.01, 0.01], [-0.01, 0.00, -0.01], [-0.01, 0.00, 0.00], [0.01, 0.01, -0.01], [-0.01, 0.01, -0.02], [0.00, 0.01, 0.00], [0.00, 0.01, 0.01], [-0.01, 0.01, 0.01], [0.01, 0.00, 0.00], [0.01, -0.01, -0.01]]
}

=====

2.
{
  "formula": "C3H7NO2",
  "method": "the ωB97M-V functional and the def2-TZVPD basis",
  "relative_energy_ev": 5.2011,
  "smiles": "NC1[C@@H](O)[C@@H]1O",
  "lumo_ev": 0.701,
  "e_homo_ev": -8.06,
  "orbital_gap_ev": 8.76,
  "total_energy_ev": -8805.32772,
  "charge": 0,
  "symbols": ["N", "C", "C", "O", "C", "O", "H", "H", "H", "H", "H", "H", "H"],
  "positions_angstrom": [[1.383, -0.894, -0.169], [0.105, -0.692, 0.355], [-0.070, 0.915, 0.379], [0.944, 1.779, -0.093], [-0.973, -0.082, -0.417], [-2.209, -0.053, 0.047], [1.715, -1.729, 0.564], [1.185, -1.592, -0.898], [0.137, -1.225, 1.290], [-0.411, 1.383, 1.237], [1.489, 1.193, -0.590], [-0.834, 0.043, -1.376], [-2.462, 0.954, -0.329]],
  "forces_ev_per_angstrom": [[2.46, -5.76, 0.04], [0.15, 3.12, 3.12], [0.38, -1.67, -0.73], [-1.29, -0.66, 0.00], [3.10, 2.06, 4.10], [-4.33, 3.67, -0.96], [0.06, 3.15, -2.39], [0.73, 0.44, -0.81], [-2.04, 0.24, 0.36], [-1.49, 0.22, 1.57], [1.48, -0.64, -0.81], [0.68, -0.08, -5.41], [0.12, -4.10, 1.92]]
}